Computed, not measured: a cluster of 10 separate species, C32H84F10N9O24PS10 in total, with ωB97M-V with the def2-TZVPD basis set.

Last column: Löwdin charge in e.
Cartesian coordinates (Å):
C: 4.48569 -3.58859 -7.47203  -0.032
C: 5.00193 -4.92282 -6.94926  -0.274
C: 3.89521 -5.88859 -6.69181  -0.210
O: 2.97153 -5.34012 -5.78027  -0.166
C: 2.26557 -6.25311 -4.95073  -0.063
N: 5.97120 -5.48031 -8.02944  0.223
H: 5.51677 -5.61966 -8.92791  0.166
H: 6.77048 -4.86236 -8.12137  0.165
H: 6.31822 -6.40056 -7.77072  0.164
H: 5.29176 -2.87644 -7.65889  0.090
H: 3.79356 -3.10165 -6.78565  0.064
H: 3.93000 -3.68362 -8.40708  0.099
H: 5.69250 -4.77479 -6.11884  0.159
H: 4.27463 -6.83126 -6.28588  0.132
H: 3.37737 -6.10414 -7.63280  0.141
H: 2.84214 -7.11917 -4.62168  0.079
H: 1.30837 -6.55383 -5.37906  0.095
H: 2.00632 -5.70966 -4.04228  0.078
C: 4.93036 -3.00591 -2.07504  -0.018
C: 6.09854 -2.04710 -1.65601  -0.253
C: 7.14849 -1.90922 -2.77045  -0.190
O: 8.20070 -1.01222 -2.46581  -0.170
C: 9.14307 -0.76836 -3.50230  -0.083
N: 5.43746 -0.75492 -1.36197  0.191
H: 4.84125 -0.28603 -2.05399  0.069
H: 4.66963 -0.80647 -0.68767  0.076
H: 6.04863 -0.01611 -1.02285  0.171
H: 5.45622 -3.94202 -2.27948  0.080
H: 4.38368 -2.73163 -2.97737  0.069
H: 4.24440 -3.35520 -1.30199  0.070
H: 6.51909 -2.41567 -0.72151  0.164
H: 6.62391 -1.65130 -3.69305  0.099
H: 7.46086 -2.94755 -2.91626  0.131
H: 8.69187 -0.08402 -4.22384  0.085
H: 9.49493 -1.72553 -3.88994  0.088
H: 10.01579 -0.20772 -3.16742  0.087
C: -5.46812 -3.45600 0.51514  -0.009
C: -4.86114 -3.15749 1.88450  -0.258
C: -3.38607 -2.70424 1.78445  -0.160
O: -2.72026 -3.97843 1.59364  -0.178
C: -1.45604 -3.76489 0.96368  -0.080
N: -5.75423 -2.07901 2.54899  0.220
H: -5.55783 -1.80136 3.50808  0.165
H: -5.77876 -1.21387 2.00763  0.093
H: -6.68352 -2.45630 2.71391  0.162
H: -4.91772 -4.26283 0.03300  0.103
H: -5.18006 -2.59786 -0.09589  0.071
H: -6.54535 -3.60939 0.51925  0.092
H: -4.88689 -3.93654 2.64609  0.150
H: -2.84712 -2.21598 2.60084  0.132
H: -3.21423 -2.00311 0.96494  0.104
H: -0.76881 -3.00779 1.34465  0.081
H: -1.59669 -3.68835 -0.11466  0.085
H: -0.93314 -4.70053 1.17133  0.104
C: 0.72464 -3.32937 -1.98324  -0.010
C: 0.62149 -1.88233 -2.48371  -0.223
C: -0.58829 -1.13178 -1.95143  -0.188
O: -0.46877 -0.92098 -0.54845  -0.219
C: -1.52370 -0.02620 -0.05284  -0.061
N: 1.83533 -1.10835 -1.91563  0.224
H: 2.64051 -1.01295 -2.53161  0.093
H: 1.53198 -0.13531 -1.96476  0.130
H: 2.12323 -1.28400 -0.94635  0.093
H: -0.21887 -3.81073 -2.24761  0.093
H: 0.76636 -3.40597 -0.89673  0.075
H: 1.50886 -3.93390 -2.43667  0.061
H: 0.71177 -1.66078 -3.54726  0.138
H: -1.58957 -1.52704 -2.13668  0.140
H: -0.61211 -0.15469 -2.44706  0.133
H: -1.47064 -0.09085 1.03098  0.077
H: -2.47926 -0.45579 -0.36207  0.059
H: -1.42721 0.94272 -0.53947  0.099
C: -7.91937 5.42627 7.21164  -0.092
C: -6.89201 4.43623 6.60643  -0.251
C: -5.67125 5.17751 5.97108  -0.257
C: -4.55913 4.12841 5.78930  -0.222
P: -3.01408 4.82408 4.96867  1.037
C: -3.12746 5.14396 3.24061  -0.272
C: -4.28547 6.01620 2.85848  -0.260
C: -4.21673 6.09540 1.34864  -0.255
C: -3.10257 6.96995 0.70803  -0.080
C: -1.64212 3.68300 5.35283  -0.250
C: -1.52521 2.44920 4.43796  -0.254
C: -0.21131 1.71119 4.64630  -0.259
C: -0.01660 0.50551 3.72705  -0.096
C: -2.60277 6.38936 5.81139  -0.266
C: -1.45034 7.17892 5.19846  -0.255
C: -1.07679 8.39689 5.99678  -0.272
C: -2.19376 9.45527 6.06760  -0.109
H: -7.45724 5.75710 8.14190  0.072
H: -8.87899 4.94355 7.38337  0.071
H: -8.00728 6.31129 6.58173  0.071
H: -7.28801 3.64360 5.97100  0.108
H: -6.42965 3.88130 7.42707  0.097
H: -5.39840 5.99978 6.63302  0.106
H: -5.93091 5.56947 4.98839  0.091
H: -5.02721 3.37710 5.15248  0.097
H: -4.27009 3.76370 6.77446  0.100
H: -3.41498 4.13500 2.93539  0.087
H: -2.25192 5.46941 2.68074  0.123
H: -4.36259 6.98052 3.36603  0.117
H: -5.27824 5.60273 3.04491  0.101
H: -5.20110 6.41435 0.99931  0.114
H: -4.20670 5.08277 0.94541  0.089
H: -3.49161 7.48911 -0.16714  0.072
H: -2.27101 6.33814 0.39642  0.072
H: -2.72186 7.76927 1.34637  0.066
H: -1.60307 3.43492 6.41290  0.107
H: -0.85600 4.39875 5.09657  0.083
H: -1.51786 2.76863 3.39220  0.110
H: -2.37852 1.76710 4.41994  0.106
H: -0.01490 1.48268 5.69578  0.110
H: 0.53065 2.47001 4.38457  0.115
H: -0.78092 -0.26575 3.81926  0.074
H: 0.97033 0.09085 3.93047  0.061
H: 0.02211 0.88639 2.70556  0.056
H: -2.47162 6.36722 6.89395  0.119
H: -3.53481 6.94896 5.68841  0.076
H: -1.49438 7.50996 4.16115  0.119
H: -0.53278 6.59299 5.30570  0.108
H: -0.32680 8.98015 5.45341  0.108
H: -0.54757 8.27105 6.94167  0.117
H: -1.89123 10.42750 6.45734  0.073
H: -2.87068 9.07398 6.83862  0.062
H: -2.81064 9.67479 5.19619  0.077
N: -0.72289 -2.37211 -7.71546  -0.268
S: -0.99242 -0.91222 -6.88647  0.595
O: -0.47105 0.33629 -7.40836  -0.289
O: -1.17138 -0.92809 -5.40743  -0.334
F: -2.52483 -0.71009 -7.35711  -0.220
S: 0.38052 -2.94582 -6.75499  0.475
O: -0.18450 -3.91209 -5.87129  -0.295
O: 1.50454 -2.10373 -6.29298  -0.330
F: 1.13326 -3.99293 -7.78890  -0.241
N: 3.29865 -0.98487 0.59458  -0.310
S: 2.95282 0.26542 1.38889  0.461
O: 3.39447 0.52816 2.74158  -0.251
O: 1.68540 0.75933 0.85500  -0.292
F: 3.93957 1.21692 0.49022  -0.225
S: 2.93394 -2.01984 1.91436  0.603
O: 1.56126 -1.95551 2.39670  -0.269
O: 4.09011 -2.37048 2.73136  -0.253
F: 2.91408 -3.34670 1.01232  -0.194
N: -5.98553 0.73441 1.36799  -0.296
S: -5.06621 1.94271 1.29257  0.435
O: -5.67343 3.24894 1.30867  -0.268
O: -3.70592 1.82287 0.78953  -0.276
F: -4.62728 1.63759 2.83055  -0.263
S: -6.24000 0.61567 -0.33447  0.597
O: -5.27725 -0.27045 -0.95667  -0.294
O: -6.68369 1.82923 -0.97720  -0.237
F: -7.39758 -0.50953 -0.34647  -0.205
N: 3.59297 -8.23192 -0.43996  -0.274
S: 3.94527 -6.83427 -1.00558  0.480
O: 5.28235 -6.30532 -0.78069  -0.314
O: 2.87581 -5.85814 -1.33871  -0.342
F: 4.16706 -7.33059 -2.52739  -0.248
S: 3.56491 -7.85672 1.19259  0.584
O: 3.30709 -6.49232 1.64397  -0.300
O: 4.53991 -8.59869 1.97992  -0.294
F: 2.16251 -8.66023 1.36483  -0.222
N: 4.04926 0.21886 -3.49184  -0.305
S: 3.50418 1.65254 -3.77645  0.449
O: 2.21702 1.77777 -4.42751  -0.246
O: 4.41274 2.76812 -3.71940  -0.243
F: 3.02620 1.75436 -2.26117  -0.221
S: 4.60478 0.04387 -5.09239  0.568
O: 6.00030 0.46095 -5.07888  -0.289
O: 3.88527 0.41669 -6.26396  -0.214
F: 4.64929 -1.58386 -5.16606  -0.211

Values from the calculation:
- F_max (hartree/bohr) = 0.171
- E_tot (hartree) = -8889.6522
- 2S+1 = 1
- frontier orbital gap (Eh) = 0.2780
- LUMO level (eV) = -1.13